# 1
Below is a structure of composition C55H44BrNO2P3Ru, with properties calculated with the ωB97M-V functional and the def2-TZVPD basis.

## Properties
Energy relative to the best compared isomer or geometry (same formula, charge and spin)   74.1 kcal/mol
Multiplicity   5
Max |F|   0.75 eV Å⁻¹
E_tot   -6020.152828 Eh
HOMO (spin up / spin down)   -9.286 / -10.887 eV
Net charge   +1
Frontier orbital gap (spin up / spin down)   0.2568 / 0.2282 hartree

XYZ file:
```
107
Properties=species:S:1:pos:R:3:forces:R:3:lowdin_spin:R:1
Ru -0.3893 0.3377 -0.0659 0.46 -0.04 -0.60 0.8686
C -1.4849 3.3445 -0.0590 0.03 -0.02 0.18 0.0505
P -1.3917 1.9603 -1.2630 0.07 0.02 0.04 -0.0049
C -0.6266 2.5937 -2.7641 0.04 0.05 0.03 -0.0002
C -0.6526 1.8059 -3.9165 0.00 -0.03 -0.01 0.0003
C -0.0077 2.2371 -5.0641 0.01 -0.02 -0.02 0.0001
C 0.6620 3.4542 -5.0710 0.00 0.01 0.00 0.0000
C 0.6807 4.2443 -3.9313 -0.03 0.00 -0.01 0.0001
C 0.0413 3.8162 -2.7766 -0.01 0.02 0.00 0.0002
C -3.1560 1.7415 -1.6472 0.03 0.07 -0.12 0.0004
C -3.9921 1.1144 -0.7239 0.01 -0.01 0.01 0.0034
C -5.3593 1.0599 -0.9435 0.01 -0.03 0.03 0.0013
C -5.9047 1.6248 -2.0887 -0.01 0.01 -0.02 0.0002
C -5.0792 2.2508 -3.0105 -0.01 -0.01 0.01 0.0009
C -3.7103 2.3174 -2.7886 -0.02 -0.03 -0.03 0.0000
C -1.7919 2.7134 1.2404 -0.03 0.05 -0.07 0.2912
C -2.3214 3.2613 2.4587 0.00 0.13 -0.10 0.1219
C -2.3210 2.2473 3.3646 -0.04 -0.05 0.14 0.1260
C -1.7938 1.0893 2.6913 0.01 -0.03 -0.07 0.2869
C -1.6012 -0.2826 3.2019 0.04 0.04 -0.02 0.0538
P -1.9605 -1.5494 1.8801 -0.19 -0.15 0.16 0.0989
C -2.4780 -2.9433 2.9447 0.02 -0.04 0.03 0.0346
C -1.5613 -3.7077 3.6668 -0.01 -0.01 0.01 0.0064
C -2.0033 -4.7295 4.4922 -0.01 0.01 -0.01 0.0010
C -3.3634 -4.9971 4.6015 0.01 -0.01 0.01 0.0023
C -4.2800 -4.2457 3.8821 -0.01 0.01 -0.01 0.0002
C -3.8375 -3.2235 3.0513 -0.01 -0.01 0.00 0.0058
C -0.3496 -2.1118 1.2468 0.08 0.09 0.07 0.2418
C -0.5312 -3.3332 0.4934 0.02 0.01 -0.01 0.0012
C 0.3216 -4.2796 0.0431 -0.02 -0.03 -0.02 0.1788
C 1.8465 -4.2375 -0.0704 0.00 0.02 0.04 0.0741
C 2.0314 -1.4940 0.8726 0.02 0.00 0.01 0.2618
C 0.8824 -1.4997 1.6146 -0.14 0.04 -0.07 0.0160
N -1.4979 1.4022 1.4143 -0.01 -0.14 0.24 0.0194
H -0.4732 3.7652 0.0432 -0.02 0.03 -0.11 0.0209
H -2.1944 4.1226 -0.3370 -0.02 0.01 -0.01 0.0051
H -1.1859 0.8618 -3.9221 0.02 0.00 0.01 0.0001
H -0.0309 1.6227 -5.9556 0.00 0.02 0.02 0.0000
H 1.1666 3.7880 -5.9689 -0.01 -0.01 0.02 0.0000
H 1.1986 5.1951 -3.9362 -0.01 -0.02 0.01 0.0000
H 0.0910 4.4310 -1.8876 0.01 -0.02 -0.01 0.0003
H -3.5744 0.6517 0.1623 0.00 -0.04 -0.01 0.0030
H -5.9999 0.5692 -0.2208 0.02 0.01 -0.02 0.0001
H -6.9723 1.5766 -2.2616 0.02 0.00 0.00 0.0000
H -5.4988 2.6932 -3.9049 0.01 -0.01 0.02 0.0000
H -3.0784 2.8152 -3.5132 -0.02 0.00 0.03 0.0000
H -2.6409 4.2826 2.5948 0.01 -0.04 0.00 0.0021
H -2.6497 2.2721 4.3925 0.02 0.00 -0.04 0.0026
H -0.5930 -0.3870 3.6169 -0.01 -0.02 0.01 0.0204
H -2.2898 -0.4761 4.0243 -0.03 0.00 0.02 0.0032
H -0.4982 -3.5103 3.5747 -0.02 -0.01 0.00 0.0011
H -1.2878 -5.3200 5.0503 -0.01 0.01 -0.01 0.0002
H -3.7064 -5.7971 5.2453 0.01 0.02 -0.02 0.0001
H -5.3386 -4.4588 3.9607 0.03 0.01 0.00 0.0001
H -4.5542 -2.6449 2.4782 0.02 -0.01 0.01 0.0015
H -1.5785 -3.5979 0.3599 0.00 0.00 0.00 -0.0024
H -0.1481 -5.1572 -0.3896 0.02 0.03 0.01 0.0087
H 2.1124 -5.1304 -0.6427 -0.01 -0.02 0.00 0.0141
H 4.0123 -0.7079 0.7244 0.02 0.01 -0.02 0.0203
H 0.9399 -1.0085 2.5837 -0.01 0.01 -0.04 0.0025
C 3.5516 -3.7256 1.9598 -0.05 0.01 -0.03 0.0414
C 2.5921 -4.4225 1.2326 0.03 0.02 -0.01 0.3930
C 2.0209 -3.0599 -0.9924 0.01 -0.01 -0.02 0.0160
C 1.9808 -1.8065 -0.5660 -0.01 -0.02 0.01 0.0398
C 3.3559 -1.1759 1.4650 -0.02 0.02 0.04 0.0913
C 3.9880 -2.4152 2.0296 0.02 -0.02 0.01 0.3862
P 1.2655 -0.4655 -1.5452 -0.32 0.03 0.18 0.0059
C 2.5105 0.4640 -2.4390 0.00 0.12 0.03 -0.0026
C 2.6477 1.8311 -2.2228 -0.03 -0.04 0.07 0.0000
C 3.6018 2.5454 -2.9346 0.03 -0.04 -0.02 0.0000
C 4.4123 1.8959 -3.8528 0.00 0.03 0.00 0.0004
C 4.2841 0.5261 -4.0602 -0.01 -0.03 0.00 -0.0003
C 3.3368 -0.1935 -3.3523 0.02 0.02 -0.03 -0.0004
C -0.0608 -1.1880 -2.4869 0.07 -0.03 -0.09 0.0033
C -0.1938 -1.9386 -3.6454 -0.01 -0.03 -0.01 0.0000
C -1.4467 -2.4559 -3.9362 0.02 0.01 0.00 0.0007
C -2.5050 -2.2332 -3.0570 -0.01 0.00 0.00 0.0043
C -2.3559 -1.4653 -1.9076 -0.02 0.04 0.03 0.0118
C -1.1153 -0.9016 -1.6080 0.01 -0.01 -0.03 0.0318
H 4.0665 -4.3742 2.6641 0.00 0.00 0.00 -0.0034
H 2.4322 -5.4335 1.5950 0.01 0.01 -0.01 0.0181
H 1.8953 -3.2866 -2.0469 0.00 0.01 0.00 0.0019
H 3.2407 -0.4492 2.2789 0.00 -0.01 -0.02 0.0141
H 4.8432 -2.2326 2.6712 -0.02 0.00 -0.02 0.0202
H 2.0317 2.3288 -1.4826 0.04 0.01 -0.09 -0.0003
H 3.7164 3.6078 -2.7590 -0.01 -0.02 0.00 0.0000
H 5.1580 2.4546 -4.4049 -0.02 -0.02 0.01 0.0000
H 4.9279 0.0213 -4.7688 -0.01 0.01 0.01 0.0000
H 3.2517 -1.2640 -3.5007 -0.01 -0.01 -0.01 0.0000
H 0.6511 -2.1120 -4.3035 -0.03 0.01 0.01 -0.0001
H -1.6039 -3.0427 -4.8320 0.01 0.01 0.01 0.0000
H -3.4744 -2.6642 -3.2778 0.01 0.01 0.00 0.0007
H -3.2101 -1.3223 -1.2616 -0.03 0.04 0.04 0.0009
Br 4.7958 2.3251 0.6482 -0.01 -0.04 0.00 0.0012
C 3.8975 2.4581 2.3120 0.01 0.06 0.00 0.0016
C 4.6459 2.4690 3.4794 0.01 -0.01 0.00 0.0003
C 3.9989 2.5689 4.7017 0.00 0.01 0.00 0.0010
C 2.6146 2.6671 4.7504 0.01 0.00 0.01 0.0000
C 1.8808 2.6599 3.5748 -0.05 -0.05 0.01 0.0014
C 2.5147 2.5506 2.3413 -0.01 -0.02 -0.02 0.0031
C 1.6766 2.5039 1.0859 0.08 0.01 -0.16 0.0055
O 1.4643 3.5206 0.4364 -0.08 -0.03 0.02 0.0043
O 1.2547 1.3169 0.8197 0.02 0.08 0.38 0.0591
H 5.7247 2.4047 3.4263 -0.03 -0.01 0.01 0.0000
H 4.5800 2.5781 5.6148 -0.02 0.00 -0.02 0.0001
H 2.1093 2.7533 5.7037 0.01 0.01 -0.01 0.0000
H 0.7985 2.7446 3.6060 0.03 -0.01 0.00 0.0007
```
Positions in Å, forces in eV/Å.

# 2
Below is the molecule C6H15NO, with properties calculated with the ωB97M-V functional and the def2-TZVPD basis.

## Properties
Energy relative to the best compared isomer or geometry (same formula, charge and spin)   44.7 kcal/mol
Max |F|   2.68 eV Å⁻¹
E_tot   -367.560129 Eh
SMILES string   CC(C)CNCCO
HOMO   -8.704 eV
Net charge   0
Frontier orbital gap   0.3578 hartree

XYZ file:
```
23
Properties=species:S:1:pos:R:3:forces:R:3:nbo_charge:R:1
C -0.9286 2.2012 -0.3231 2.00 -0.67 1.65 -0.6157
C 0.3790 1.4424 0.1359 -0.50 0.82 -0.07 -0.2068
C 1.3475 2.5201 0.6402 0.18 -0.51 -0.28 -0.6123
C 0.0625 0.3952 1.2609 -0.56 1.71 -1.90 -0.2165
N -0.7355 -0.7228 0.7826 0.96 -0.72 -0.18 -0.6328
C 0.0351 -1.9243 0.4384 -0.82 -1.62 1.91 -0.2642
C -0.2550 -2.5755 -0.8953 0.23 1.88 -0.64 -0.0736
O -0.1082 -1.6018 -1.9580 -0.30 -0.51 -0.29 -0.7389
H -0.6076 2.9487 -1.0421 -0.63 -0.31 -0.66 0.2152
H -1.1739 2.7695 0.5741 -0.65 0.03 0.01 0.1986
H -1.6916 1.4668 -0.5493 -0.38 0.48 -0.61 0.2070
H 0.8322 1.0119 -0.7633 0.04 -0.44 0.13 0.1717
H 2.3441 2.1135 0.8299 0.00 0.02 -0.07 0.2069
H 0.9952 2.9364 1.5747 -0.18 0.24 0.26 0.2027
H 1.4320 3.3216 -0.1011 0.07 -0.05 0.19 0.2086
H 1.0288 0.1114 1.6710 -0.32 -0.36 0.51 0.1985
H -0.5765 0.9928 1.9260 0.55 -0.34 0.59 0.1894
H -1.2696 -0.4677 -0.0282 -0.22 0.32 -0.20 0.3607
H 1.1001 -1.8882 0.6607 0.38 0.84 -0.61 0.1871
H -0.2330 -2.6654 1.2188 -0.13 -0.17 -0.38 0.1922
H -1.2823 -2.9163 -1.0031 -0.01 -0.26 0.30 0.1794
H 0.4553 -3.3690 -1.0766 0.03 -0.47 0.09 0.1789
H 0.3618 -0.8272 -1.6518 0.24 0.07 0.26 0.4639
```
Positions in Å, forces in eV/Å.

# 3
Below is a cluster of 3 separate species, C6H12O in total, with properties calculated with the ωB97M-V functional and the def2-TZVPD basis.

## Properties
Energy relative to the best compared isomer or geometry (same formula, charge and spin)   110.4 kcal/mol
Max |F|   0.48 eV Å⁻¹
E_tot   -310.883360 Eh
SMILES string   OC1C=C1.[H][H].C=CC
HOMO   -9.386 eV
Net charge   0
Frontier orbital gap   0.3877 hartree

XYZ file:
```
19
Properties=species:S:1:pos:R:3:forces:R:3:nbo_charge:R:1
O 0.5927 -1.9439 -0.4888 -0.27 0.16 -0.01 -0.7239
C 1.4485 -1.5260 0.5419 0.44 -0.14 0.13 0.0673
C 1.5147 -0.1317 1.0412 -0.02 -0.09 0.19 -0.2140
C 0.9790 -1.0014 1.8500 0.14 0.16 -0.05 -0.2136
H -0.2162 -1.4154 -0.4423 0.10 -0.01 -0.01 0.4736
H 2.3455 -2.1413 0.4784 -0.09 0.07 0.01 0.1650
H 1.8069 0.8933 0.8654 -0.04 -0.17 0.05 0.2182
H 0.5143 -1.1898 2.8074 0.09 0.01 -0.15 0.2238
H -1.8740 -1.1450 1.1208 -0.02 -0.13 0.14 -0.0021
H -1.4059 -1.5415 1.5385 -0.18 -0.08 -0.01 0.0003
C -1.8116 0.6120 -0.6557 0.09 0.20 -0.03 -0.4342
C -0.7442 1.3944 -0.5132 -0.25 -0.04 -0.08 -0.1596
C 0.3067 1.5974 -1.5661 0.04 -0.01 -0.06 -0.6558
H -2.5854 0.5634 0.1052 0.13 0.03 -0.12 0.2023
H -1.9621 0.0081 -1.5497 0.03 0.11 0.08 0.1961
H -0.6394 1.9760 0.4038 -0.05 -0.06 -0.15 0.1975
H 0.1024 2.5289 -2.1074 0.06 -0.11 0.04 0.2241
H 0.3160 0.7738 -2.2864 -0.03 0.12 0.08 0.2229
H 1.3121 1.6886 -1.1430 -0.17 -0.03 -0.06 0.2119
```
Positions in Å, forces in eV/Å.

# 4
Below is a structure of composition C23H28F9FeGeN6O4S6, with properties calculated with the ωB97M-V functional and the def2-TZVPD basis.

## Properties
Energy relative to the best compared isomer or geometry (same formula, charge and spin)   0.0 kcal/mol
Max |F|   1.53 eV Å⁻¹
E_tot   -8151.113753 Eh
HOMO   -11.129 eV
Net charge   +1
Frontier orbital gap   0.2637 hartree

XYZ file:
```
78
Properties=species:S:1:pos:R:3:forces:R:3:mulliken_charge:R:1
Fe 0.5349 0.5704 0.3740 0.98 0.73 0.92 -0.3207
F 0.1714 -1.9767 -3.7115 0.00 -0.04 0.01 -0.1383
C -0.5889 -2.9474 -3.1953 0.05 -0.02 -0.02 0.6041
F 0.2408 -3.8661 -2.6642 -0.03 0.02 -0.01 -0.2647
F -1.2406 -3.5325 -4.2073 0.02 -0.01 0.01 -0.3199
C -1.5559 -2.4361 -2.1557 -0.10 -0.04 0.11 -0.4873
C -2.9178 -2.5709 -2.3414 0.12 -0.01 0.01 -0.3400
C -3.8057 -2.0756 -1.3918 -0.01 0.02 0.02 -1.4612
C -3.2934 -1.4806 -0.2664 -0.05 0.00 0.00 -0.0234
N -1.9711 -1.3618 -0.0792 0.14 -0.02 -0.01 -0.2138
C -1.0904 -1.7921 -1.0053 -0.05 -0.08 0.13 0.8196
S 0.5830 -1.5028 -0.6335 -0.25 0.21 -0.29 -0.5360
H -3.2860 -3.0435 -3.2418 0.00 0.01 0.02 0.5591
H -4.8741 -2.1452 -1.5304 0.00 0.00 0.00 0.4742
H -3.9300 -1.0784 0.5097 0.03 0.01 -0.01 0.4925
N 0.9619 -0.4675 3.5807 -0.02 0.01 -0.10 -0.4430
C 2.0942 -0.4688 2.7690 -0.04 0.15 0.14 -0.1048
N 2.0608 0.0422 1.5698 -0.06 -0.37 -0.17 0.7517
C 3.3197 0.0764 0.9929 -0.07 -0.03 -0.09 -0.5139
C 4.2867 -0.5053 1.7384 0.06 0.06 0.02 -0.3555
S 3.6411 -1.0275 3.2421 0.00 0.06 0.00 -0.1640
C 3.3570 0.6797 -0.3329 -0.06 -0.02 0.03 -0.4816
C 4.4107 1.0163 -1.0971 0.00 -0.03 0.02 -0.1969
S 3.8631 1.5408 -2.6479 0.01 -0.01 -0.03 -0.1954
C 2.2187 1.2497 -2.1676 0.20 -0.11 0.08 0.3308
N 2.1037 0.8800 -0.9048 0.01 -0.08 -0.01 0.2348
N 1.2163 1.3347 -3.0300 -0.30 0.13 -0.02 -0.2479
H 0.6368 0.4783 3.7579 -0.02 -0.02 0.01 0.2737
H 1.0782 -0.9540 4.4589 0.00 -0.07 0.00 0.3634
H 5.3239 -0.6628 1.4923 -0.04 0.00 0.00 0.5173
H 5.4597 0.9765 -0.8557 -0.03 0.00 -0.01 0.4833
H 1.3520 1.6207 -3.9834 0.03 -0.02 -0.01 0.2749
H 0.2975 1.0217 -2.7508 -0.01 -0.02 -0.01 -0.3024
F -2.1548 3.7747 0.7702 0.00 0.00 -0.01 -0.1807
C -2.0788 3.8224 -0.5672 0.06 0.02 -0.03 0.3385
F -0.9535 4.4411 -0.9080 -0.07 -0.04 0.03 -0.2063
F -3.1193 4.4887 -1.0227 0.00 0.02 -0.02 -0.1911
S -2.0937 2.0901 -1.2172 0.27 0.21 0.00 1.6019
O -0.7476 1.5546 -0.9199 -0.19 -0.13 -0.20 -0.5970
O -3.1592 1.4307 -0.5218 -0.07 -0.10 0.06 -0.6516
N -2.2548 2.4521 -2.7163 -0.05 -0.16 0.17 -0.8038
S -2.2920 1.3259 -3.8428 0.08 0.13 -0.15 1.0185
O -1.7555 0.0815 -3.3503 -0.01 0.07 0.05 -0.4229
O -1.8073 1.8661 -5.0677 -0.02 -0.07 0.03 -0.6885
C -4.1159 1.0110 -4.0921 0.12 0.06 -0.02 0.6798
F -4.7978 1.3461 -3.0025 -0.05 -0.05 0.03 -0.2276
F -4.2938 -0.2890 -4.3248 -0.04 -0.05 -0.06 -0.2153
F -4.5605 1.7055 -5.1233 -0.04 0.01 0.04 -0.2161
S 0.7903 2.6717 1.5429 0.01 -0.23 -0.16 -0.0730
C -0.4014 1.6260 1.6637 -0.35 -0.09 -0.29 -0.6977
C -4.3457 -0.3844 5.2665 0.00 -0.01 0.00 -1.0863
C -3.4623 0.7847 4.8441 -0.02 -0.01 -0.02 -1.1342
C -2.2015 0.3527 4.0914 0.01 0.02 0.02 -0.4082
C -2.5021 -0.2346 2.7089 0.09 0.02 0.05 -1.6316
Ge -0.9839 -0.9378 1.6568 -0.59 -0.10 -0.45 3.4330
C -0.7710 -2.8830 2.0387 0.21 0.11 0.12 -1.3764
C -0.4973 -3.4254 3.4399 -0.02 0.00 0.03 -0.9166
C -1.6848 -3.3792 4.4028 0.00 0.02 0.00 0.4895
C -2.8275 -4.3091 4.0081 0.00 0.01 -0.01 -1.4571
H -5.2171 -0.0328 5.8183 0.01 -0.01 -0.01 0.4520
H -3.7985 -1.0728 5.9160 -0.01 0.01 -0.02 0.2464
H -4.7143 -0.9523 4.4095 0.00 0.01 0.02 0.2330
H -3.1635 1.3486 5.7306 0.00 0.00 0.00 0.3946
H -4.0323 1.4764 4.2160 0.01 -0.01 0.01 0.3392
H -1.6611 -0.3762 4.7035 0.02 0.01 0.00 0.2735
H -1.5410 1.2237 4.0035 -0.02 -0.01 0.00 0.3951
H -3.0402 0.5011 2.1003 0.02 -0.03 -0.03 0.7726
H -3.1673 -1.0968 2.8187 0.01 -0.01 -0.02 0.8516
H -1.4102 1.8355 1.9992 0.06 -0.06 0.13 0.6823
H -0.0360 -3.2656 1.3349 0.02 0.03 -0.01 0.5580
H -1.7465 -3.2418 1.6966 0.00 -0.01 -0.03 0.7178
H 0.3635 -2.9243 3.8859 0.02 0.00 -0.01 0.1969
H -0.1894 -4.4699 3.3290 -0.02 -0.01 0.00 0.4965
H -2.0648 -2.3581 4.4842 0.01 0.00 0.00 -0.6049
H -1.3348 -3.6519 5.4015 0.00 -0.01 -0.01 0.4725
H -3.2438 -4.0590 3.0294 0.00 0.00 0.02 0.2798
H -3.6429 -4.2531 4.7298 0.01 0.00 -0.01 0.4172
H -2.4894 -5.3464 3.9665 0.00 0.02 0.00 0.3782
```
Positions in Å, forces in eV/Å.

Which formula does entry 3 have?
C6H12O